Molecular formula: C7H14N
Method: DFT, ωB97M-V/def2-TZVPD

```
22
Properties=species:S:1:pos:R:3:forces:R:3:lowdin_charge:R:1
C 1.672153 0.065062 1.174416 -2.3720 -1.0573 -2.6737 -0.09
C 2.619179 0.950139 1.317930 -1.1429 -1.8712 0.9571 0.11
C 0.976876 -1.210329 1.203103 -1.2542 1.4710 1.1534 -0.05
C 0.418908 -0.381123 0.090440 3.7052 1.9435 0.8591 -0.34
C 0.898076 -0.757700 -1.270961 0.5624 2.2291 -0.8889 -0.01
C -1.087428 1.454240 -0.670102 1.0275 -2.0094 -0.4584 0.05
C -1.954674 -0.674886 0.141538 0.2329 -0.5226 -1.3498 0.03
N -0.913860 0.276005 0.238761 1.8886 2.3212 -0.1339 -0.13
H 2.604695 1.822658 0.818397 -0.1907 2.8532 -1.9793 0.04
H 3.349889 0.929041 2.057609 1.2690 -0.6580 1.2386 0.07
H 1.420890 -2.145987 1.008592 0.4318 -1.0148 -0.1221 0.13
H 0.206365 -1.160580 1.946049 -0.0281 -0.8629 1.1971 0.12
H 0.605218 -1.730467 -1.538052 -0.3108 -1.4067 -0.4787 0.08
H 1.998910 -0.648113 -1.314492 -0.5528 -0.4514 0.2332 0.12
H 0.583225 -0.054164 -2.066660 -0.0670 -0.4158 0.3928 0.09
H -2.054802 1.755454 -0.704196 -2.9718 1.5095 1.3341 0.08
H -0.341103 2.145879 -0.503932 1.1911 1.7149 0.7967 0.10
H -1.056364 1.241771 -1.703924 0.8978 -1.3183 -1.1659 0.10
H -1.494191 -1.472433 0.608206 -0.6048 -2.1154 2.0723 0.09
H -2.854144 -0.224658 0.444267 -1.3639 -0.2284 0.5055 0.12
H -1.913219 -1.037169 -0.848121 -0.8227 -0.0598 -1.5471 0.12
H -0.983296 0.681909 1.174870 0.4754 -0.0506 0.0579 0.20
```
Forces are in eV/Å.

## Properties
* ΔE to the lowest compared entry with this formula, charge and spin: 3.422 eV
* 2S+1: 1
* molecular weight: 112.196 g/mol
* HOMO: -13.4574 eV
* orbital gap: 0.3860 Ha
* charge: +1